Record 1
{"formula": "C43H36N5O2RuSTe", "method": "the ωB97M-V functional and the def2-TZVPD basis", "symbols": ["Ru", "O", "C", "N", "C", "C", "C", "C", "C", "C", "N", "C", "O", "C", "C", "C", "C", "C", "N", "C", "C", "C", "C", "C", "N", "H", "H", "H", "H", "H", "H", "H", "H", "H", "H", "H", "H", "C", "C", "C", "C", "C", "C", "C", "C", "S", "C", "N", "C", "C", "C", "C", "C", "C", "C", "C", "H", "H", "H", "H", "H", "H", "H", "H", "H", "H", "H", "H", "H", "H", "H", "H", "C", "Te", "C", "C", "C", "C", "C", "C", "C", "H", "H", "H", "H", "H", "H", "H", "H"], "positions_angstrom": [[-0.35, 0.04, -0.33], [1.22, -1.53, -3.77], [0.98, -0.95, -2.72], [0.17, -1.32, -1.71], [0.09, -2.70, -1.33], [0.36, -3.75, -2.19], [0.42, -5.05, -1.69], [0.19, -5.29, -0.35], [-0.11, -4.24, 0.51], [-0.17, -2.94, 0.03], [-0.44, -1.77, 0.81], [-1.14, -1.90, 1.94], [-1.59, -2.92, 2.47], [-1.43, -0.61, 2.68], [-1.84, -0.69, 4.01], [-2.21, 0.47, 4.67], [-2.18, 1.67, 3.97], [-1.75, 1.66, 2.66], [-1.37, 0.55, 2.03], [1.85, 0.24, -2.35], [2.59, 0.90, -3.32], [3.44, 1.90, -2.94], [3.57, 2.19, -1.58], [2.80, 1.48, -0.68], [1.94, 0.52, -1.04], [0.54, -3.56, -3.24], [0.63, -5.86, -2.37], [0.23, -6.30, 0.04], [-0.31, -4.42, 1.55], [-1.89, -1.67, 4.47], [-2.53, 0.44, 5.70], [-2.48, 2.61, 4.44], [-1.71, 2.58, 2.09], [2.46, 0.59, -4.35], [4.02, 2.45, -3.67], [4.25, 2.95, -1.22], [2.89, 1.67, 0.38], [4.09, 1.78, 4.97], [2.58, 1.59, 4.84], [2.28, 0.10, 4.68], [1.88, 2.08, 6.12], [2.07, 2.40, 3.65], [2.25, 3.80, 3.64], [1.81, 4.60, 2.61], [1.15, 3.99, 1.54], [0.52, 4.68, 0.08], [0.03, 3.10, -0.43], [0.25, 2.15, 0.42], [0.94, 2.61, 1.55], [1.41, 1.82, 2.59], [-0.54, 2.74, -1.73], [-0.78, 3.70, -2.71], [-1.29, 3.29, -3.94], [-1.52, 1.93, -4.14], [-1.26, 1.00, -3.15], [-0.75, 1.36, -1.89], [4.47, 1.21, 5.83], [4.36, 2.83, 5.13], [4.61, 1.43, 4.08], [2.65, -0.44, 5.55], [2.78, -0.32, 3.80], [1.21, -0.10, 4.59], [2.22, 1.49, 6.97], [0.80, 1.97, 6.03], [2.10, 3.13, 6.32], [2.76, 4.27, 4.47], [1.99, 5.67, 2.62], [1.25, 0.75, 2.54], [-0.58, 4.75, -2.53], [-1.49, 4.01, -4.72], [-1.91, 1.60, -5.10], [-1.43, -0.05, -3.37], [-4.22, -0.46, 0.92], [-2.97, -0.18, -0.77], [-3.53, 1.85, -0.58], [-4.88, 1.81, 0.10], [-5.78, 2.87, 0.01], [-7.00, 2.80, 0.66], [-7.34, 1.67, 1.39], [-6.45, 0.61, 1.48], [-5.21, 0.68, 0.84], [-3.63, -0.43, 1.83], [-4.69, -1.44, 0.86], [-3.54, 2.33, -1.55], [-2.77, 2.33, 0.04], [-5.52, 3.74, -0.57], [-7.70, 3.62, 0.58], [-8.30, 1.61, 1.89], [-6.71, -0.28, 2.04]], "e_above_lowest_ev": 1.632, "multiplicity": 2, "s2": 0.758, "e_tot_ha": -2845.61321, "gap_ev": [6.5478, 6.6216]}


Record 2
{"formula": "C43H37AuN4O4P2S", "method": "the ωB97M-V functional and the def2-TZVPD basis", "symbols": ["Au", "C", "P", "C", "C", "C", "C", "C", "C", "C", "C", "C", "C", "C", "C", "P", "C", "C", "C", "C", "C", "C", "C", "C", "C", "C", "C", "C", "H", "H", "H", "H", "H", "H", "H", "H", "H", "H", "H", "H", "H", "H", "H", "H", "H", "H", "H", "H", "H", "H", "N", "C", "S", "C", "C", "C", "N", "C", "C", "H", "H", "H", "H", "H", "H", "O", "C", "O", "C", "C", "C", "C", "C", "C", "N", "O", "O", "H", "H", "H", "H", "C", "C", "C", "N", "C", "C", "H", "H", "H", "H", "H"], "positions_angstrom": [[-0.98, -0.13, -0.13], [2.29, 0.58, -0.85], [0.83, -0.04, -1.71], [0.32, 1.15, -2.97], [0.54, 2.52, -2.82], [0.07, 3.40, -3.79], [-0.62, 2.92, -4.89], [-0.86, 1.56, -5.03], [-0.39, 0.68, -4.07], [1.26, -1.55, -2.59], [0.87, -2.79, -2.12], [1.26, -3.95, -2.78], [2.05, -3.86, -3.92], [2.46, -2.62, -4.39], [2.07, -1.46, -3.73], [2.48, -0.18, 0.84], [4.13, 0.47, 1.30], [4.60, 1.70, 0.88], [5.83, 2.18, 1.33], [6.58, 1.42, 2.21], [6.11, 0.19, 2.65], [4.89, -0.28, 2.20], [2.88, -1.91, 0.41], [2.17, -2.92, 1.06], [2.44, -4.26, 0.79], [3.41, -4.59, -0.14], [4.13, -3.59, -0.79], [3.87, -2.26, -0.51], [2.13, 1.65, -0.70], [3.16, 0.44, -1.49], [1.04, 2.91, -1.95], [0.26, 4.46, -3.67], [-0.97, 3.61, -5.65], [-1.39, 1.19, -5.89], [-0.56, -0.39, -4.20], [0.28, -2.87, -1.21], [0.95, -4.91, -2.40], [2.35, -4.76, -4.43], [3.08, -2.55, -5.27], [2.38, -0.50, -4.11], [4.03, 2.32, 0.19], [6.19, 3.14, 0.98], [7.54, 1.79, 2.56], [6.69, -0.40, 3.34], [4.53, -1.25, 2.54], [1.44, -2.65, 1.81], [1.90, -5.04, 1.32], [3.63, -5.63, -0.35], [4.90, -3.85, -1.50], [4.46, -1.49, -0.99], [-6.02, 5.29, 0.77], [-6.33, 4.04, 1.02], [-7.83, 3.54, 1.59], [-5.34, 2.98, 0.75], [-5.11, 1.98, 1.68], [-4.12, 1.04, 1.40], [-3.42, 1.06, 0.27], [-3.67, 2.01, -0.63], [-4.62, 2.99, -0.44], [-6.68, 6.05, 0.88], [-5.07, 5.53, 0.50], [-5.63, 1.95, 2.63], [-3.87, 0.28, 2.13], [-3.05, 2.00, -1.52], [-4.79, 3.73, -1.21], [-1.23, 3.87, 0.62], [-0.94, 2.73, 0.92], [-0.45, 1.88, 0.06], [-1.19, 2.27, 2.35], [-1.93, 3.10, 3.18], [-2.20, 2.74, 4.49], [-1.73, 1.54, 4.99], [-0.99, 0.73, 4.15], [-0.69, 1.08, 2.85], [-0.49, -0.56, 4.67], [-0.19, -1.40, 3.84], [-0.59, -0.77, 5.85], [-2.27, 4.05, 2.78], [-2.77, 3.40, 5.13], [-1.92, 1.23, 6.01], [-0.03, 0.44, 2.27], [-3.00, -4.56, 0.13], [-3.16, -3.79, -1.01], [-2.57, -2.55, -1.06], [-1.85, -2.06, -0.05], [-1.69, -2.80, 1.06], [-2.25, -4.05, 1.18], [-3.45, -5.54, 0.20], [-3.73, -4.15, -1.86], [-2.65, -1.92, -1.94], [-1.09, -2.37, 1.85], [-2.09, -4.62, 2.09]], "e_above_lowest_ev": 1.341, "total_charge": 2, "multiplicity": 3, "s2": 2.010, "e_tot_ha": -3396.74407, "gap_ev": [5.4469, 2.7746]}


> Number 2 is which compound?

C43H37AuN4O4P2S


> Number 1 is which compound?

C43H36N5O2RuSTe